(1)
C19H53NO11S9 | wB97M-V/def2-TZVPD

Summary:
- HOMO-LUMO gap: 8.731 eV
- HOMO level: -8.10 eV
- Energy relative to the best compared isomer or geometry (same formula, charge and spin): 21.6 kcal/mol

CARTESIAN COORDINATES (ANGSTROEM)
S 1.176 -9.827 4.771
S 2.970 3.053 1.195
S -6.883 0.804 -2.864
S -6.686 3.363 2.125
S 0.972 -4.215 3.156
S -4.767 -0.224 2.636
S 6.886 2.751 -2.538
S 8.606 7.198 -0.767
S -6.548 -4.182 -6.264
O -1.222 0.939 3.530
O 7.602 7.051 -1.864
O -2.185 -0.981 2.579
O -5.828 -3.586 -5.100
O -3.572 0.543 3.602
O -5.804 2.875 1.022
O 1.520 3.007 1.559
O 1.399 -3.111 2.243
O -6.704 1.744 -4.013
O 6.599 3.272 -1.166
O 0.336 -8.736 4.192
N 1.594 -0.486 3.430
C 6.374 4.018 -3.716
C 5.582 1.573 -2.953
C 2.748 -9.828 3.883
C 0.577 -11.388 4.091
C 3.136 4.148 -0.231
C 1.240 -5.772 2.286
C -5.615 4.030 3.417
C -5.995 -0.716 -3.266
C 9.920 8.276 -1.374
C -8.198 -3.451 -6.312
C 9.601 5.691 -0.738
C -7.369 4.952 1.609
C 0.784 -0.190 2.435
C -2.272 0.099 3.172
C 3.789 4.150 2.368
C -0.830 -4.283 3.113
C -0.231 1.058 2.470
C -5.939 -3.363 -7.753
C -5.766 1.334 -1.551
H -1.221 -3.376 3.576
H -6.502 -1.202 -4.100
H 10.422 5.810 -0.029
H -5.054 3.206 3.858
H -6.226 4.505 4.187
H 4.194 4.302 -0.452
H -4.724 -1.587 2.883
H -6.527 -3.687 -8.613
H -6.109 2.295 -1.172
H 7.035 4.879 -3.606
H 3.342 -10.688 4.195
H 2.136 -1.328 3.171
H -1.176 -4.341 2.079
H 2.313 -5.918 2.163
H -8.047 4.780 0.773
H -6.002 -1.382 -2.402
H -8.124 -2.362 -6.286
H 5.683 0.704 -2.303
H 0.533 -11.328 3.002
H -8.754 -3.797 -5.440
H 4.604 2.031 -2.798
H 3.283 -8.910 4.129
H 2.653 3.677 -1.088
H -4.753 1.440 -1.944
H 9.994 5.485 -1.736
H -8.712 -3.772 -7.220
H 10.291 7.908 -2.331
H -4.896 -3.647 -7.900
H -5.780 0.602 -0.742
H 1.242 -12.197 4.397
H 10.730 8.309 -0.643
H 5.691 1.262 -3.993
H -6.006 -2.280 -7.636
H 2.568 -9.866 2.807
H -6.564 5.618 1.293
H 9.510 9.278 -1.505
H 5.346 4.322 -3.513
H -4.921 4.754 2.987
H -4.969 -0.482 -3.552
H -1.174 -5.154 3.674
H 2.652 5.105 -0.024
H 3.265 5.107 2.412
H 3.769 3.680 3.352
H -0.712 1.255 1.458
H 0.410 1.983 2.700
H -7.922 5.396 2.438
H 8.967 4.862 -0.421
H 0.764 -5.736 1.304
H 6.457 3.625 -4.731
H 0.827 -6.594 2.874
H 4.825 4.303 2.061
H -0.423 -11.574 4.484
H 0.796 -0.860 1.511

Atom charges from the Mulliken analysis, given in e for atoms 1 to 8:
1. S 0.472
2. S 0.539
3. S 0.481
4. S 0.491
5. S 0.478
6. S -0.045
7. S 0.451
8. S 0.480

=====

(2)
C8H8FN | wB97M-V/def2-TZVPD

Summary:
- HOMO-LUMO gap: 10.025 eV
- HOMO level: -9.38 eV
- Energy relative to the best compared isomer or geometry (same formula, charge and spin): 51.4 kcal/mol

CARTESIAN COORDINATES (ANGSTROEM)
F -2.084 0.157 -1.548
N 1.876 -1.221 -0.303
C -2.264 0.350 0.907
C -0.639 -1.824 -0.389
C 0.812 1.426 -0.185
C -0.029 0.337 -0.344
C 2.208 1.163 0.001
C 2.626 -0.151 -0.033
C 0.604 -0.940 -0.413
C -1.415 -0.062 -0.298
H -0.635 -2.672 0.366
H 0.429 2.507 -0.272
H -3.260 -0.101 1.056
H 3.090 1.726 0.255
H -1.556 0.470 1.760
H -2.498 1.376 0.597
H -0.929 -2.147 -1.354
H 3.665 -0.393 0.196

Atom charges from the Mulliken analysis, given in e for atoms 1 to 8:
1. F -0.328
2. N -0.659
3. C -1.154
4. C -0.808
5. C -0.567
6. C -0.183
7. C -0.313
8. C -0.172

=====

(3)
C43H96NO17S | wB97M-V/def2-TZVPD

Summary:
- HOMO-LUMO gap: 7.420 eV
- HOMO level: -10.19 eV
- Net charge: +1

CARTESIAN COORDINATES (ANGSTROEM)
S -1.847 0.078 0.909
O -10.263 6.520 -4.243
O 3.132 -5.948 9.815
O 1.542 5.817 -3.614
O -2.995 0.909 1.036
O -7.993 4.031 -5.489
O 2.151 2.996 -1.542
O -3.056 3.654 -7.321
O 0.889 2.895 -4.367
O -1.198 -0.157 2.344
O 3.913 -3.683 -0.598
O 3.434 -3.149 11.093
O -0.781 0.474 0.051
O 3.454 -6.138 12.889
O -7.305 6.215 -3.401
O -3.910 5.594 -10.211
O -2.290 6.622 -7.790
O 2.253 -2.872 0.886
N 0.799 -5.224 0.448
C -2.422 2.530 -6.755
C 2.945 -6.304 4.780
C -3.410 6.032 -7.149
C -2.735 6.385 -10.194
C -1.868 6.029 -9.008
C 4.037 -6.937 11.879
C 1.368 -6.017 2.702
C -7.332 3.414 -6.570
C 4.176 -6.125 3.890
C 4.090 -1.947 10.758
C 2.160 -5.024 10.281
C 4.896 -3.247 0.346
C 1.636 -5.738 4.192
C 5.606 -1.282 -1.030
C -4.897 6.129 -11.062
C 2.544 -3.575 10.082
C 1.009 -4.767 1.880
C 1.957 2.327 -0.314
C 2.404 2.104 -2.605
C -2.417 -1.525 0.382
C -0.939 -3.455 -0.372
C -3.087 4.747 -6.421
C 2.238 2.794 -3.941
C 3.212 -5.603 6.122
C -11.469 6.848 -3.593
C -7.907 6.988 -4.429
C -1.605 -2.753 0.826
C 5.172 -1.753 0.376
C 4.284 -6.118 10.632
C -0.554 -4.904 -0.117
C 2.933 -6.914 13.945
C -7.248 3.929 -4.291
C 6.281 -1.481 1.416
C 6.533 0.026 1.566
C 5.978 -2.114 2.793
C -7.775 4.886 -3.245
C -9.275 7.521 -4.073
C 0.096 3.896 -3.740
C 1.957 -4.912 -0.454
C 0.386 5.293 -4.241
C 2.123 -3.726 1.999
C 2.556 -3.496 -0.322
C 2.050 6.941 -4.297
H 2.514 -5.911 6.898
H 5.643 -2.124 -1.719
H -4.235 5.878 -7.849
H -9.510 8.373 -4.726
H 2.727 3.771 -3.930
H -1.668 -3.510 -1.183
H -2.465 1.724 -7.485
H -2.996 7.450 -10.141
H 1.272 -5.216 9.673
H -1.866 -0.521 2.946
H -0.468 5.947 -4.012
H -2.447 -1.406 -0.700
H 2.730 -5.661 -0.303
H -2.260 -3.440 1.357
H -11.881 7.791 -3.969
H -2.116 4.848 -5.919
H 4.226 -5.800 6.464
H 0.820 -6.202 4.748
H -5.750 5.454 -11.042
H 4.118 -6.662 2.944
H 5.040 -6.534 4.414
H -6.191 4.156 -4.482
H 1.900 -5.213 11.324
H -6.376 3.913 -6.770
H -11.324 6.931 -2.509
H 1.585 -4.675 4.429
H -12.178 6.048 -3.793
H 0.791 -6.240 0.533
H 4.896 -2.194 2.950
H 3.379 -7.780 11.634
H 3.139 -4.520 5.993
H 1.095 1.657 -0.381
H 4.993 -6.668 10.009
H 1.897 -3.083 2.845
H -7.244 7.845 -4.563
H 3.011 -3.458 9.093
H 1.607 -5.028 -1.478
H -3.859 4.552 -5.662
H 5.813 -3.736 0.008
H 4.711 -2.074 9.863
H 1.710 1.252 -2.556
H 6.615 -0.875 -0.994
H 2.129 -7.571 13.592
H 2.200 -6.532 2.218
H 1.764 3.090 0.437
H -8.866 4.850 -3.207
H 7.194 0.419 0.797
H 0.505 -6.689 2.627
H -7.322 2.899 -3.909
H 1.305 7.743 -4.354
H 6.375 -1.519 3.610
H 2.365 6.676 -5.313
H 0.059 -4.402 2.264
H 2.729 2.177 -4.696
H 2.530 -6.230 14.688
H -7.152 2.351 -6.371
H 1.636 -2.955 10.115
H -9.266 7.871 -3.033
H 0.526 5.266 -5.329
H 2.846 1.753 -0.018
H 4.392 -5.066 3.728
H -2.169 6.210 -11.119
H -1.777 4.944 -8.911
H 3.061 -4.242 2.218
H -7.970 3.508 -7.447
H 6.997 0.240 2.527
H -1.253 -5.322 0.611
H -5.220 7.120 -10.720
H 4.730 -1.678 11.595
H -0.872 6.438 -9.192
H -1.373 2.748 -6.525
H 3.714 -7.525 14.412
H -3.445 -1.607 0.729
H 5.583 0.565 1.536
H -0.933 3.650 -4.011
H 2.136 -2.847 -1.092
H 2.823 -7.366 5.000
H -0.128 -2.825 -0.740
H 2.914 7.300 -3.742
H 3.433 1.728 -2.524
H -4.534 6.211 -12.094
H 4.291 -1.200 0.710
H 7.195 -1.945 1.032
H 6.378 -3.125 2.878
H 4.937 -0.523 -1.425
H -7.389 4.563 -2.276
H -3.729 6.763 -6.404
H -0.799 -2.420 1.483
H 0.176 3.839 -2.652
H -2.933 2.208 -5.837
H -0.657 -5.500 -1.022
H 4.692 -3.646 1.336
H 4.996 -7.334 12.240
H -7.943 6.436 -5.371
H 4.732 -5.156 10.887
H 3.373 -1.136 10.584

Atom charges from the Mulliken analysis, given in e for atoms 1 to 8:
1. S 1.170
2. O -0.246
3. O -0.372
4. O -0.288
5. O -0.629
6. O -0.293
7. O -0.294
8. O -0.286

=====

(4)
H4N2O2S | wB97M-V/def2-TZVPD

Summary:
- HOMO-LUMO gap (spin up / spin down): 7.715 / 8.984 eV
- HOMO level (spin up / spin down): -7.88 / -9.15 eV
- Energy relative to the best compared isomer or geometry (same formula, charge and spin): 98.7 kcal/mol

CARTESIAN COORDINATES (ANGSTROEM)
S -1.245 -0.526 0.671
O 1.849 0.569 0.150
O -2.045 -1.662 0.156
N 1.210 -0.582 0.624
N -1.151 0.651 -0.485
H -0.369 1.179 -0.739
H 1.282 -1.223 -0.123
H -1.878 0.521 -1.079
H 2.347 1.072 0.824

Atom charges from the Mulliken analysis, given in e for atoms 1 to 8:
1. S 0.511
2. O -0.389
3. O -0.495
4. N -0.382
5. N -0.376
6. H 0.255
7. H 0.278
8. H 0.254

=====

(5)
C55H60ClGe2NaO5S4 | wB97M-V/def2-TZVPD

Summary:
- HOMO-LUMO gap: 5.505 eV
- HOMO level: -2.17 eV
- Energy relative to the best compared isomer or geometry (same formula, charge and spin): 94.0 kcal/mol
- Net charge: -2

CARTESIAN COORDINATES (ANGSTROEM)
Ge 1.360 0.873 -0.770
Ge -1.302 0.555 0.618
Cl -2.284 -11.809 -1.915
S 0.796 -0.282 1.155
S -0.471 2.116 -0.884
S 1.216 -0.459 -2.498
S -2.518 -1.028 -0.009
Na -0.230 -4.344 -3.182
O 0.371 -6.366 -3.983
O -0.519 -4.058 -0.080
O -1.661 -5.965 -1.814
O 1.701 -3.538 -2.003
O -1.511 -2.111 -3.211
C 4.732 -2.875 -2.759
C -2.710 -9.329 -1.010
C 4.229 0.400 -4.627
C -4.576 3.196 -2.868
C -2.648 1.190 3.123
C -1.803 -10.176 -1.746
C 1.078 5.791 1.205
C -5.091 2.063 -2.168
C 1.089 5.226 -1.256
C -4.020 3.132 3.530
C 4.417 -1.156 -1.080
C -2.527 -1.245 3.811
C -2.615 -7.998 -1.126
C -0.810 -9.496 -2.536
C -5.477 0.790 -0.057
C -3.751 4.062 -2.131
C -0.240 1.668 4.527
C -4.100 3.356 2.193
C -1.794 -2.257 4.401
C -4.685 1.781 -0.859
C 1.319 5.542 2.540
C 5.023 2.184 -2.400
C 1.524 4.944 0.136
C 0.177 -3.025 5.822
C 0.920 6.368 3.716
C -3.287 2.073 4.004
C 2.321 3.805 0.511
C 4.158 1.295 -1.823
C 4.273 -0.183 -2.121
C -4.767 3.270 -4.398
C -2.614 1.463 1.776
C -0.047 -0.714 5.111
C 3.355 2.241 2.280
C 2.021 4.316 2.845
C 3.136 1.796 -0.988
C 4.098 4.018 -1.189
C -3.465 2.485 1.292
C 4.613 -1.931 -3.783
C -2.415 4.903 -0.267
C 4.417 -0.831 0.414
C -3.774 2.672 -0.176
C 4.529 -2.498 -1.411
C -0.750 0.300 4.455
C -1.608 -7.234 -1.841
C 3.161 3.147 -0.601
C 2.596 3.488 1.853
C -1.922 0.030 3.759
C 4.424 -0.548 -3.491
C -3.841 -1.543 3.072
C -3.283 3.834 -0.842
C -0.744 -8.093 -2.689
C 4.932 3.560 -2.199
C -0.623 -1.956 5.122
C -0.012 -7.564 -3.893
C 4.929 -4.355 -3.127
H -4.620 4.205 1.770
H 4.608 -3.244 -0.595
H -5.746 1.350 -2.741
H 3.985 5.032 -0.819
H 1.116 -3.670 -1.240
H -1.079 2.240 4.986
H 4.201 -4.561 -3.898
H 2.275 4.183 3.912
H -6.213 0.330 -0.760
H 5.516 4.255 -2.802
H 4.160 -0.208 -5.510
H 4.729 -2.187 -4.851
H -0.801 -1.413 -3.320
H 4.631 0.229 0.493
H -0.039 -10.104 -2.987
H -3.109 1.938 5.053
H 0.646 6.237 -1.221
H 1.839 -2.560 -1.948
H -3.485 -9.867 -0.462
H 0.159 7.158 3.577
H 5.328 -1.308 0.808
H 3.518 -1.181 1.001
H -0.043 2.163 3.548
H -5.791 3.534 -4.677
H -4.662 -0.951 3.431
H 0.657 1.772 5.123
H -4.192 4.127 -4.839
H -4.200 -2.588 3.240
H 0.768 5.683 4.584
H -3.000 5.562 0.406
H 2.792 1.331 2.078
H 1.246 -2.678 5.887
H -1.095 -3.243 0.094
H 0.156 -3.993 5.306
H -0.096 -3.259 6.821
H -3.622 -1.403 1.980
H -1.826 -1.850 -2.318
H 0.227 -8.287 -4.742
H 4.270 2.212 1.684
H -1.692 4.408 0.403
H -1.154 -4.723 -0.466
H -4.729 3.657 4.206
H 4.631 -5.049 -2.339
H 1.875 6.906 3.960
H 0.939 -0.526 5.431
H 0.331 4.446 -1.578
H 5.901 -4.652 -3.542
H 1.899 5.214 -1.994
H -1.925 5.505 -1.042
H -4.439 2.239 -4.795
H 3.654 2.196 3.370
H 0.687 6.789 0.992
H -4.790 -0.044 0.276
H 5.088 1.103 -4.757
H -6.022 1.272 0.810
H -2.101 -3.258 4.299
H -3.314 -7.339 -0.615
H 3.360 1.052 -4.541
H -3.583 5.051 -2.534
H 5.759 1.801 -3.057

Atom charges from the Mulliken analysis, given in e for atoms 1 to 8:
1. Ge 0.644
2. Ge 1.391
3. Cl -0.273
4. S -0.546
5. S -0.621
6. S -0.614
7. S -0.913
8. Na 0.983

=====

(6)
C2H10NS | wB97M-V/def2-TZVPD

Summary:
- HOMO-LUMO gap: 9.728 eV
- HOMO level: -13.61 eV
- Energy relative to the best compared isomer or geometry (same formula, charge and spin): 10.3 kcal/mol
- Net charge: +1

CARTESIAN COORDINATES (ANGSTROEM)
S 0.809 1.118 0.834
N -1.597 1.117 -1.266
C 1.223 -1.353 -0.067
C 0.572 -0.689 1.102
H 1.144 -0.772 2.025
H 1.119 -2.450 -0.056
H -0.961 0.977 -0.434
H -1.139 1.173 -2.171
H 0.743 -1.125 -1.037
H 0.511 1.539 2.084
H -2.461 0.584 -1.261
H -1.830 2.095 -1.040
H -0.429 -1.023 1.386
H 2.296 -1.191 -0.099

Atom charges from the Mulliken analysis, given in e for atoms 1 to 8:
1. S -0.314
2. N -0.383
3. C -0.917
4. C -0.436
5. H 0.341
6. H 0.325
7. H 0.067
8. H 0.395

=====

E, record by record: -142083.550 -12630.600 -93266.905 -17970.864 -241565.964 -14554.618 eV